Here is a molecular structure, C33H51AsCl3GeN3O2Si3Ta from OMol25. Energies are from ωB97M-V with the def2-TZVPD basis set.

Last column: Mulliken spin population.
Geometry (Å):
Ta -0.357 -0.054 0.650  0.0079
As 3.127 1.656 0.954  0.0060
Ge -1.062 4.720 -0.533  0.6072
Cl -0.566 5.615 -2.396  0.1339
Cl 0.103 2.849 -0.442  0.0669
Cl -0.288 5.883 1.102  0.1262
Si 0.014 -2.325 -1.713  0.0007
Si 1.453 0.162 -2.550  -0.0005
Si -1.749 0.018 -2.514  0.0056
O -1.383 -1.601 0.865  0.0027
O -2.029 0.852 0.495  -0.1445
N -0.270 1.632 2.285  0.0006
N 1.446 -1.685 0.567  -0.0033
N 0.171 -0.742 2.830  0.0003
C -2.354 2.803 1.766  -0.0412
C 1.271 -0.133 -4.395  0.0000
C -2.087 -3.411 3.936  -0.0004
C 1.186 -2.710 -0.275  0.0000
C 2.491 -1.808 1.398  -0.0025
C -4.313 4.167 1.423  -0.0363
C 4.673 1.567 -0.237  0.0010
C 1.971 1.968 -2.600  0.0033
C 2.999 -0.742 -1.972  0.0012
C -1.480 -2.544 3.020  0.0000
C -0.410 -1.697 3.468  0.0010
C -2.776 1.934 0.761  0.2228
C -1.167 2.529 2.516  -0.0237
C 4.180 1.364 2.590  0.0018
C 3.267 -2.941 1.498  0.0006
C -1.518 -3.392 -1.642  0.0001
C 2.942 -4.036 0.710  -0.0001
C -3.143 3.915 2.105  0.0072
C -1.815 -0.741 -4.231  0.0010
C 0.851 -3.089 -3.212  0.0000
C -3.235 -3.005 1.420  0.0003
C -4.718 3.287 0.417  0.0369
C -1.964 1.854 -2.827  -0.0263
C -2.045 -2.386 1.752  0.0000
C -0.127 -0.409 -1.521  0.0019
C -3.969 2.170 0.089  -0.0044
C 0.763 1.562 3.331  -0.0032
C -3.821 -3.855 2.349  -0.0001
C 1.903 -3.901 -0.191  0.0002
C -3.334 -0.682 -1.762  0.0008
C 2.977 3.602 1.065  -0.0026
C -3.244 -4.080 3.593  0.0000
C 1.064 0.098 3.638  0.0018
H -5.643 3.473 -0.112  -0.0034
H -1.651 -3.535 4.920  0.0000
H 5.048 2.021 2.549  0.0003
H 3.237 -0.532 -0.931  -0.0001
H 2.848 4.003 0.061  0.0018
H -4.919 5.026 1.672  -0.0049
H 2.289 -0.129 -4.799  0.0000
H -2.739 1.948 -3.594  0.0005
H -4.749 -4.349 2.093  0.0000
H -3.479 -1.709 -2.096  0.0000
H 2.121 3.912 1.663  0.0004
H 0.906 -0.111 4.696  0.0000
H 3.892 4.006 1.497  0.0000
H 3.626 1.598 3.498  0.0000
H 4.536 0.335 2.641  -0.0001
H 3.508 -4.956 0.774  0.0000
H 0.978 -4.138 -2.925  0.0000
H -4.298 1.484 -0.676  -0.0064
H 5.380 2.334 0.077  0.0001
H -1.283 -0.160 -4.980  0.0001
H 2.103 -0.128 3.424  -0.0005
H 2.738 -0.944 1.988  0.0028
H 0.752 0.707 -4.861  0.0000
H 4.104 -2.962 2.182  0.0000
H -2.289 2.433 -1.963  0.0529
H 2.983 -1.823 -2.090  0.0000
H 5.142 0.588 -0.151  -0.0001
H -2.036 -3.352 -2.601  0.0000
H -0.125 -1.846 4.511  0.0000
H -3.433 -0.646 -0.681  -0.0002
H 3.825 -0.364 -2.581  0.0000
H -1.033 3.156 3.398  0.0000
H 2.340 2.406 -1.677  -0.0027
H 1.200 2.625 -3.003  0.0032
H -2.876 -0.721 -4.499  0.0001
H -2.812 4.574 2.898  0.0047
H 0.408 2.068 4.227  0.0001
H -1.176 -4.423 -1.511  0.0000
H -3.699 -2.823 0.462  0.0000
H -1.055 2.307 -3.227  -0.0006
H 2.797 1.974 -3.318  0.0005
H -4.162 -0.113 -2.199  -0.0002
H 0.191 -3.100 -4.079  0.0000
H -3.714 -4.752 4.296  0.0000
H 4.391 1.731 -1.272  0.0001
H 1.659 -4.714 -0.861  0.0000
H -2.226 -3.174 -0.857  0.0000
H 0.796 -1.051 -4.716  0.0000
H 1.648 2.092 2.992  0.0010
H 1.815 -2.707 -3.527  0.0000
H -1.493 -1.780 -4.312  -0.0002

Output
<S²> = 0.754
Net charge = +2
Calculated total energy = -223714.468 eV
Orbital gap (alpha / beta) = 7.45 / 6.56 eV
Spin multiplicity = 2